(1)
Entry from the Open Molecules 2025 dataset: a molecular structure, C13H23BrGeN3O2PdS in a non-equilibrium geometry (ωB97M-V with the def2-TZVPD basis set).

Properties
* charge: +1
* maximum force: 0.1359 Eh/bohr
* HOMO (spin up / spin down): -12.30 / -12.30 eV
* HOMO-LUMO gap (spin up / spin down): 5.00 / 5.01 eV

Cartesian coordinates (Å):
Pd: -13.855701 -5.491843 -9.211076
C: -12.567460 -2.000764 -12.667168
C: -13.666710 -3.062291 -12.662339
C: -14.848982 -2.706162 -11.752228
C: -15.904114 -3.778572 -11.705500
Ge: -15.433909 -5.608552 -11.055203
C: -14.479267 -6.646694 -12.458965
C: -15.064973 -6.566224 -13.855393
C: -16.485464 -7.097185 -14.056595
C: -16.965274 -6.981521 -15.498511
H: -11.879964 -2.226286 -13.479119
H: -12.020166 -1.960778 -11.735530
H: -12.984353 -1.010273 -12.825018
H: -13.234954 -4.030318 -12.373857
H: -14.044380 -3.196555 -13.685671
H: -15.263065 -1.743863 -12.078883
H: -14.457655 -2.517404 -10.728114
H: -16.337305 -4.005246 -12.690763
H: -16.721092 -3.521792 -11.026268
H: -16.807481 -6.306679 -10.982389
H: -14.508169 -7.663124 -12.065495
H: -13.445217 -6.300807 -12.400208
H: -14.421546 -7.120248 -14.545188
H: -15.027770 -5.526993 -14.206743
H: -17.163052 -6.545746 -13.391934
H: -16.500750 -8.131945 -13.697929
H: -16.902118 -5.940735 -15.843331
H: -18.006358 -7.313127 -15.599516
H: -16.353569 -7.570597 -16.178808
O: -16.125010 -6.037205 -7.575660
S: -15.636305 -7.336442 -8.090943
N: -14.654531 -7.494086 -9.211423
O: -12.579859 -2.762238 -8.185701
N: -12.995260 -3.108745 -9.234908
Br: -11.008078 -6.444354 -2.798380
C: -11.736533 -6.220761 -4.525848
C: -12.607346 -5.147573 -4.832565
C: -13.239471 -5.080653 -6.082837
N: -12.896325 -5.913391 -7.123253
C: -12.032954 -6.904943 -6.848645
C: -11.446143 -7.098106 -5.592131
H: -12.787925 -4.363967 -4.090083
H: -13.980767 -4.309602 -6.289279
H: -11.774452 -7.579440 -7.665767
H: -10.737314 -7.917715 -5.431634

Forces on atoms 1 to 6 (eV/Å):
0.832 1.324 0.221
-0.383 -0.270 -0.390
-0.149 0.216 0.071
0.698 0.075 0.074
-0.163 0.322 1.247
-0.856 -1.119 -1.884

***

(2)
Entry from the Open Molecules 2025 dataset: a single C5H7F3O3S molecule in a non-equilibrium geometry (ωB97M-V with the def2-TZVPD basis set).

Properties
* charge: 0
* maximum force: 0.1464 Eh/bohr
* HOMO: -9.19 eV
* energy relative to the best compared isomer or geometry (same formula, charge and spin): 6.7 kcal per mole
* SMILES: CC(C)=COS(=O)(=O)C(F)(F)F
* HOMO-LUMO gap: 9.34 eV

Cartesian coordinates (Å):
C: -1.627398 1.437155 1.104689
C: -0.187600 1.046176 1.293982
C: 0.440418 1.170178 2.674587
C: 0.595978 0.446957 0.302052
O: 0.060359 0.034622 -0.923297
S: 0.934601 -1.208460 -1.590783
O: 2.220463 -0.620878 -2.062197
O: 1.219611 -2.177554 -0.520590
C: -0.051280 -1.959272 -2.982139
F: -0.219923 -1.140352 -4.065741
F: 0.511330 -3.067892 -3.476613
F: -1.315469 -2.300902 -2.615484
H: -2.141535 0.582576 0.612511
H: -1.750263 2.334292 0.490732
H: -2.085190 1.633721 2.096630
H: 1.474110 0.856600 2.677300
H: 0.398541 2.203751 3.005935
H: -0.115488 0.555951 3.394610
H: 1.638736 0.173331 0.583817

Forces on atoms 1 to 6 (eV/Å):
-0.173 -0.659 0.322
2.007 -1.691 -2.238
-0.480 0.320 -0.665
-0.994 1.009 3.829
0.050 -1.303 -1.820
6.223 1.331 4.021

***

(3)
Entry from the Open Molecules 2025 dataset: a molecular structure, C24H46NO6SSi4Ti in a non-equilibrium geometry (ωB97M-V with the def2-TZVPD basis set).

Properties
* charge: -2
* maximum force: 0.0523 Eh/bohr
* multiplicity: 2
* HOMO (spin up / spin down): -0.41 / -0.39 eV
* energy relative to the best compared isomer or geometry (same formula, charge and spin): 40.4 kcal per mole
* HOMO-LUMO gap (spin up / spin down): 4.94 / 4.93 eV
* ⟨S²⟩: 0.780

Cartesian coordinates (Å):
Ti: -0.943361 -1.632268 0.507222
O: 2.329330 -4.086937 0.175424
C: 1.357165 -3.180966 0.095934
O: 0.322584 -3.210078 0.742368
C: 1.786274 -1.932149 -0.649862
O: 0.706705 -1.088101 -1.004967
C: 0.101223 -1.413062 -2.277813
C: -0.883565 -2.583789 -2.191917
O: -0.918602 -3.381711 -3.118243
O: -1.634467 -2.573050 -1.146719
H: 2.175455 -4.650558 0.958874
H: 2.439510 -2.133946 -1.500144
H: 2.339277 -1.420862 0.149984
H: 0.887183 -1.602789 -3.011213
H: -0.483206 -0.528522 -2.541946
C: -0.906429 0.613613 2.387211
O: -1.013706 0.451657 0.950403
Si: -1.626424 1.834605 0.068819
C: -0.315818 3.139625 0.474573
C: -3.142375 2.307369 1.095737
C: -1.882966 1.488147 -1.653449
Si: -0.870641 2.368717 -2.862221
C: -1.282115 4.215770 -3.057212
C: -1.001832 1.768368 -4.658532
C: 1.001690 2.312740 -2.553336
Si: -3.489222 0.790157 -2.136917
C: -4.438646 -0.107763 -0.770288
C: -4.681891 2.109947 -2.811396
C: -3.435227 -0.507866 -3.513793
H: -0.755213 1.669751 2.617366
H: -0.032423 0.052119 2.732343
H: -1.815469 0.246448 2.863552
H: -0.456279 3.531113 1.484821
H: -0.378174 3.981910 -0.214896
H: 0.693148 2.731324 0.411711
H: -2.865281 2.988216 1.905720
H: -3.618877 1.436099 1.545082
H: -3.885971 2.808328 0.474028
H: -2.295394 4.335384 -3.449027
H: -0.588486 4.713952 -3.741731
H: -1.246057 4.733880 -2.096549
H: -2.022281 1.767160 -5.041212
H: -0.601328 0.759812 -4.783384
H: -0.415442 2.443071 -5.289748
H: 1.342124 3.029792 -1.807703
H: 1.524756 2.536526 -3.488742
H: 1.311061 1.321298 -2.218702
H: -5.239799 0.514644 -0.360706
H: -3.837959 -0.459621 0.072666
H: -4.897262 -1.006715 -1.190369
H: -4.777029 2.936661 -2.102884
H: -5.677302 1.698041 -3.001510
H: -4.305376 2.525714 -3.750840
H: -2.920762 -1.413664 -3.187245
H: -2.971068 -0.174188 -4.440642
H: -4.468495 -0.792751 -3.740872
S: -3.320453 -2.580757 2.919653
C: -2.221560 -2.137874 1.799731
C: 4.882029 0.143389 3.302321
Si: 3.209278 0.312594 2.423854
C: 2.385200 1.831677 3.178054
C: 3.593960 0.803783 0.639985
N: 2.174756 -1.009850 2.539609
C: 2.411049 -2.284472 2.896818
C: 3.659476 -2.956146 2.758674
C: 3.816801 -4.305107 3.035765
C: 2.748131 -5.083435 3.466792
C: 1.513600 -4.445145 3.649658
C: 1.349471 -3.104701 3.382348
H: 5.300287 1.138739 3.480405
H: 5.609206 -0.427231 2.722502
H: 4.765736 -0.357842 4.265664
H: 3.117761 2.616853 3.385825
H: 1.891671 1.559212 4.113336
H: 1.624995 2.250958 2.515545
H: 4.126967 1.759106 0.606568
H: 2.674863 0.922103 0.059954
H: 4.216510 0.057844 0.137656
H: 4.504127 -2.401946 2.367344
H: 4.791141 -4.761953 2.885073
H: 2.869793 -6.138822 3.679117
H: 0.650433 -5.013900 3.977767
H: 0.359473 -2.667648 3.462893

Forces on atoms 1 to 6 (eV/Å):
-2.216 0.968 1.178
-0.799 0.291 -0.117
0.754 0.339 0.287
1.075 -1.250 -0.393
-0.030 -0.011 -0.027
0.052 -0.421 0.003

***

(4)
Entry from the Open Molecules 2025 dataset: a molecular structure, C55H60ClGe2O5RbS4 in a non-equilibrium geometry (ωB97M-V with the def2-TZVPD basis set).

Properties
* charge: -2
* maximum force: 0.0610 Eh/bohr
* HOMO: -3.00 eV
* energy relative to the best compared isomer or geometry (same formula, charge and spin): 20.4 kcal per mole
* HOMO-LUMO gap: 6.70 eV

Cartesian coordinates (Å):
Rb: 1.368854 2.414171 2.544504
Cl: 6.796508 7.267160 6.661539
C: 5.767869 5.937414 6.033320
C: 6.023576 4.622565 6.345250
C: 5.250264 3.618212 5.893579
C: 3.959950 3.867769 5.241446
O: 3.184499 2.991829 4.816790
C: 3.678509 5.308876 5.006216
C: 2.662670 5.772284 4.085786
O: 1.704095 5.199977 3.614948
C: 4.636170 6.279426 5.367064
H: 7.017590 4.402170 6.754035
H: 5.472318 2.577921 6.154200
H: 2.928153 6.776062 3.667116
H: 4.405513 7.329238 5.206757
C: 5.929455 -3.282041 -0.789074
C: 4.489178 -3.419875 -0.332537
C: 4.107824 -3.430878 1.010775
C: 2.768605 -3.374882 1.377755
C: 2.352631 -3.356652 2.814348
C: 1.805839 -3.537898 0.363797
C: 2.201391 -3.614561 -1.037369
C: 1.137126 -3.771387 -2.087438
C: 3.522142 -3.527454 -1.398607
C: 0.430408 -4.058970 0.726873
C: 0.228630 -5.418992 0.937581
C: -1.083274 -5.835104 1.277469
C: -2.110677 -4.986917 1.543491
C: -1.880384 -3.645580 1.528352
C: -0.644587 -3.187224 0.960132
Ge: -0.453778 -1.223819 0.762513
S: -0.103880 -0.482346 2.766094
S: -2.150814 -0.047283 -0.369229
Ge: -0.432581 1.070749 -1.388539
S: -0.325852 2.989288 -0.514930
S: 1.056300 -0.518702 -0.839479
C: -0.541838 1.261866 -3.394259
C: -1.741725 1.435431 -4.073449
C: -1.776575 1.798851 -5.449330
C: -0.625459 1.990439 -6.129216
C: 0.600359 1.756045 -5.485377
C: 0.649851 1.465558 -4.149737
C: 2.072446 1.313300 -3.629769
C: 2.863089 0.182198 -3.710639
C: 2.363193 -1.071574 -4.367357
C: 4.107424 0.180830 -3.105699
C: 4.707980 1.300823 -2.577678
C: 6.158651 1.355356 -2.148345
C: 3.961641 2.476712 -2.537527
C: 2.681621 2.524113 -3.101858
C: 1.946324 3.845284 -3.151855
C: -3.068015 1.128286 -3.543435
C: -3.553083 -0.168959 -3.482555
C: -2.667355 -1.336096 -3.769324
C: -4.833918 -0.439941 -3.017048
C: -5.671718 0.550639 -2.541708
C: -6.982046 0.321201 -1.949639
C: -5.144595 1.850032 -2.496657
C: -3.924712 2.135531 -3.033557
C: -3.320491 3.543114 -2.944056
C: -2.981983 -2.716200 1.998824
C: -3.060750 -2.416503 3.317493
C: -1.950762 -2.895328 4.265208
C: -4.117150 -1.684259 3.843027
C: -5.161786 -1.317670 3.027844
C: -6.448617 -0.477036 3.415741
C: -5.127091 -1.787905 1.697454
C: -4.039508 -2.480604 1.176835
C: -4.052981 -2.976567 -0.219919
H: 6.378623 -4.288148 -1.101722
H: 6.419889 -3.108628 0.124883
H: 6.201082 -2.444819 -1.449033
H: 4.798321 -3.439747 1.841908
H: 3.217567 -3.291335 3.563412
H: 1.874464 -4.291735 2.970976
H: 1.560445 -2.583121 2.937054
H: 0.449526 -4.583054 -2.001632
H: 1.672113 -3.839534 -3.015119
H: 0.675979 -2.779436 -2.310853
H: 3.758434 -3.629613 -2.523914
H: 1.103733 -6.106874 0.831653
H: -1.349069 -6.907231 1.160456
H: -3.110034 -5.275570 1.908892
H: -2.741926 1.934501 -5.982812
H: -0.764813 2.283732 -7.172689
H: 1.484170 1.795175 -6.126135
H: 2.481201 -0.971872 -5.464476
H: 1.332084 -1.391962 -4.148847
H: 3.068797 -1.871230 -4.096170
H: 4.710553 -0.710018 -3.156202
H: 6.781514 1.677423 -2.988281
H: 6.656932 0.403774 -1.851057
H: 6.264616 2.125001 -1.394138
H: 4.381666 3.384919 -2.103457
H: 2.657999 4.679206 -3.004061
H: 1.244092 3.826455 -2.304066
H: 1.397242 4.025135 -4.043590
H: -2.247991 -1.313231 -4.818078
H: -3.101439 -2.345861 -3.545810
H: -1.770588 -1.274999 -3.156147
H: -5.105855 -1.476409 -3.001737
H: -7.560058 -0.445180 -2.479544
H: -7.726038 1.098540 -1.908169
H: -6.954714 -0.024208 -0.918920
H: -5.814917 2.577079 -1.964801
H: -3.217577 3.896327 -4.004844
H: -2.323405 3.593358 -2.454006
H: -3.919202 4.299313 -2.531935
H: -2.177629 -3.909370 4.593863
H: -1.942130 -2.245165 5.146397
H: -1.049355 -2.882582 3.724612
H: -4.063729 -1.346542 4.873207
H: -7.133611 -1.008179 4.129463
H: -7.010030 -0.317132 2.491773
H: -6.194804 0.489548 3.850332
H: -5.981714 -1.621851 1.094995
H: -4.930063 -2.604759 -0.673970
H: -3.986583 -4.003857 -0.209350
H: -3.276254 -2.559032 -0.876325
O: -1.735365 2.216090 3.679506
H: -1.538003 1.326483 3.397214
H: -2.113787 2.579482 2.819009
O: -2.974345 2.725063 1.246388
H: -3.188044 1.743811 1.219966
H: -2.387904 2.947765 0.466782
O: 0.569242 2.011979 6.021667
H: -0.100796 2.332233 5.427215
H: 1.330791 2.568329 5.823313

Forces on atoms 1 to 6 (eV/Å):
-0.124 0.116 0.091
-0.123 -0.621 -0.221
-0.124 1.706 0.411
2.247 -0.373 -0.080
-1.819 -1.211 0.139
0.079 1.619 -0.391